Entry 1:
C3H11ClN2Si | wB97M-V/def2-TZVPD

## Properties
M: 138.67 g/mol
HOMO energy: -0.3301 hartree
Frontier orbital gap: 0.3529 hartree
LUMO level: 0.0228 Ha
Energy relative to the best compared isomer or geometry (same formula, charge and spin): 75.8 kcal/mol

Each atom is followed by the atoms it is bonded to, with distances in Å.
CARTESIAN COORDINATES (ANGSTROEM)
1 H -3.6442 -0.8538 1.7791  N2 0.990
2 N -3.9176 0.0223 1.4085  H1 0.990, N16 1.212
3 H -0.8017 1.7797 -0.1253  C4 1.149
4 C -0.1027 1.2825 0.6393  H3 1.149, H9 1.031, H13 1.082, Si18 1.870
5 H -2.4209 -0.1718 0.3068  N16 0.984
6 H 3.1919 -0.8250 0.5989  C7 1.089
7 C 2.1463 -1.1217 0.6632  H6 1.089, H8 1.060, H12 1.029, Si18 1.994
8 H 1.8652 -0.9741 1.6743  C7 1.060
9 H 0.6544 1.9809 0.6006  C4 1.031
10 H 1.6580 1.2551 -2.1354  C15 1.153
11 H 1.7914 -0.5749 -2.4502  C15 1.086
12 H 2.0472 -2.1397 0.5509  C7 1.029
13 H -0.4269 1.3066 1.6713  C4 1.082
14 Cl -0.9359 -1.6544 -0.7711  Si18 2.202
15 C 1.1519 0.2203 -2.0782  H10 1.153, H11 1.086, H17 1.103, Si18 1.958
16 N -3.1218 0.4530 0.6021  N2 1.212, H5 0.984
17 H 0.2382 0.2132 -2.6960  C15 1.103
18 Si 0.6273 -0.1981 -0.2388  C4 1.870, C7 1.994, Cl14 2.202, C15 1.958



Entry 2:
C3H11ClN2Si | wB97M-V/def2-TZVPD

## Properties
M: 138.67 g/mol
HOMO energy (alpha / beta): -0.3420 / -0.2602 hartree
Frontier orbital gap (alpha / beta): 0.3239 / 0.2385 hartree
LUMO level (alpha / beta): -0.0182 / -0.0217 Ha
Energy relative to the best compared isomer or geometry (same formula, charge and spin): 115.2 kcal/mol

Each atom is followed by the atoms it is bonded to, with distances in Å.
CARTESIAN COORDINATES (ANGSTROEM)
1 H -2.7271 0.3955 0.4673  C7 1.182
2 C 2.3364 0.3701 -0.8574  H8 1.082, H12 1.074, H16 1.121, N17 1.420
3 H -1.8376 -0.0598 -2.2488  C13 1.054
4 Si -0.0687 0.7573 0.5069  C7 1.952, Cl11 1.976, N17 1.727
5 H 0.8592 -2.2757 4.0735  N14 1.019
6 H -1.0308 -1.2594 -1.2409  C13 1.142
7 C -1.8447 0.6092 -0.2889  H1 1.182, Si4 1.952, H10 1.053, C13 1.541
8 H 2.9467 1.2492 -0.6977  C2 1.082
9 H 0.2074 -1.1081 3.0398  N14 1.052
10 H -2.0697 1.5413 -0.7231  C7 1.053
11 Cl 0.1317 2.2413 1.7955  Si4 1.976
12 H 2.5225 -0.1825 0.0446  C2 1.074
13 C -1.9151 -0.5400 -1.3137  H3 1.054, H6 1.142, C7 1.541, H18 1.031
14 N 1.0121 -1.7660 3.2047  H5 1.019, H9 1.052
15 H 0.6615 0.6432 -1.8162  N17 1.004
16 H 2.6231 -0.2852 -1.7203  C2 1.121
17 N 0.9732 0.7692 -0.8705  C2 1.420, Si4 1.727, H15 1.004
18 H -2.7802 -1.0996 -1.3548  C13 1.031